(1)
The following is a DFT calculation (the ωB97M-V functional and the def2-TZVPD basis) of a structure of composition C18H19ClOPSm at a distorted geometry.

Orbital gap (spin up / spin down) (eV): 6.26 / 7.36
Multiplicity: 6
HOMO energy (spin up / spin down) (eV): -15.12 / -15.09
Total charge: +2

Cartesian coordinates (Å):
Sm 1.1891 -0.3985 2.6946
Cl 1.0873 -0.7706 5.1277
P 0.3578 -0.1828 0.1424
C -0.2895 -1.4313 -0.9613
C -0.1870 -1.2451 -2.3491
C -0.7263 -2.2040 -3.2049
C -1.3334 -3.3580 -2.6796
C -1.4116 -3.5539 -1.2889
C -0.8914 -2.5920 -0.4279
C -1.0446 0.4182 1.2539
C -0.7531 1.4639 2.1968
C -1.7890 1.9026 3.0469
C -3.0441 1.3070 3.0185
C -3.3314 0.3521 2.0417
C -2.3642 -0.0345 1.1242
C 0.7694 1.2928 -0.8098
C 2.0832 1.7957 -0.7347
C 2.4240 2.9144 -1.5021
C 1.4421 3.5086 -2.3123
C 0.1281 3.0211 -2.3479
C -0.2248 1.9144 -1.5782
H 0.1460 2.0881 2.0618
H -1.6065 2.7546 3.6981
H -3.8338 1.6409 3.7003
H -4.3187 -0.0856 1.9956
H -2.5924 -0.7296 0.3184
H 0.3120 -0.3553 -2.7401
H -0.6346 -2.0615 -4.2809
H -1.7211 -4.1202 -3.3490
H -1.8594 -4.4669 -0.8844
H -0.9553 -2.7280 0.6595
H 2.8356 1.2668 -0.1301
H 3.4492 3.3035 -1.4930
H 1.7229 4.3713 -2.9113
H -0.6270 3.5015 -2.9767
H -1.2469 1.5140 -1.5874
H 3.9650 -2.6694 -0.8300
H 4.2998 -2.0105 -0.8951
O 3.2855 -1.6015 2.7980
H 3.9467 -1.1709 3.3858
H 3.3424 -2.5610 3.0105

Forces on atoms 1 to 6 (eV/Å):
Sm 0.30 -0.14 1.69
Cl -0.12 0.04 -0.30
P -0.98 0.88 -0.95
C -0.36 -0.42 -0.18
C -0.11 -0.11 0.25
C 0.01 -0.40 0.26

(2)
The following is a DFT calculation (the ωB97M-V functional and the def2-TZVPD basis) of a cluster of 2 separate species, C4H10BN3O6 in total at a distorted geometry.

Orbital gap (eV): 6.53
HOMO energy (eV): -7.03
Total charge: 0

Cartesian coordinates (Å):
O -0.9015 0.4886 -2.8779
B -0.8291 0.9073 -1.5972
O -1.8965 0.9934 -0.7531
O 0.4241 1.2959 -1.0963
N 0.5614 1.3229 0.2508
C 0.2902 0.3294 1.0469
N 0.3519 0.4316 2.3877
C -0.7627 -0.3953 2.9285
C -1.1482 -1.2461 1.6868
N -0.1451 -0.9249 0.6335
H -0.8599 1.1827 -3.5432
H -2.5667 0.3583 -1.0345
H 0.9404 2.1869 0.6118
H 0.4666 1.3495 2.7972
H -0.4506 -0.9375 3.8156
H -1.5775 0.2750 3.1916
H -2.1155 -0.8830 1.3526
H -1.1737 -2.3145 1.8619
H 0.6722 -1.5234 0.7735
C 2.1907 -1.0293 -2.5005
O 1.4165 -1.0802 -1.5044
O 2.4511 0.2988 -2.9547
O 2.7354 -1.9190 -3.1286
H 1.9266 0.8329 -2.3483

Forces on atoms 1 to 6 (eV/Å):
O -0.29 0.48 -0.21
B 0.12 -0.49 0.00
O -0.07 -0.50 0.38
O 0.20 0.60 0.18
N -0.02 0.09 0.13
C 0.46 -0.26 -0.43

(3)
The following is a DFT calculation (the ωB97M-V functional and the def2-TZVPD basis) of a structure of composition C37H53CsI2N5O3SSi3 at a distorted geometry.

Orbital gap (eV): 5.31
HOMO energy (eV): -3.59
Total charge: -1

Cartesian coordinates (Å):
Cs 0.5206 0.8446 -0.3482
C 6.1901 1.3905 3.3377
C 4.8194 1.0620 2.7945
N 4.3743 1.4398 1.6643
N 5.1620 2.1327 0.8398
C 4.6891 2.6856 -0.3212
N 5.6914 3.2399 -1.0807
S 3.1269 2.6922 -0.8222
C 3.9205 0.2334 3.6329
C 4.3726 -0.3385 4.8245
C 3.4977 -1.1003 5.5824
C 2.2016 -1.2760 5.1357
C 1.8414 -0.6838 3.9292
N 2.6696 0.0470 3.2001
H 6.6794 2.1874 2.7798
H 6.8388 0.5126 3.3178
H 6.0991 1.7254 4.3704
H 6.1391 2.2692 1.0605
H 6.4867 3.6565 -0.6194
H 5.3252 3.7701 -1.8545
H 5.3928 -0.2108 5.1584
H 3.8318 -1.5530 6.5075
H 1.4884 -1.8651 5.6962
H 0.8476 -0.8151 3.5193
I 0.4661 5.3708 -3.2260
C -0.4259 5.3936 -1.3208
C -1.0804 6.5310 -0.8748
C -1.6618 6.5454 0.3712
I -2.6970 8.3020 0.9528
C -1.5529 5.4407 1.2376
C -2.0632 5.3882 2.5530
C -1.8283 4.2942 3.3396
C -1.0740 3.2349 2.8128
N -0.6278 3.2239 1.5810
C -0.8593 4.2782 0.7755
C -0.3438 4.1807 -0.5943
O 0.1218 3.1139 -1.0661
H -1.1427 7.4016 -1.5134
H -2.6306 6.2294 2.9294
H -2.2123 4.2440 4.3504
H -0.8319 2.3663 3.4185
C -2.0439 0.9405 -2.8173
O -1.2981 0.0570 -2.0169
Si -1.0139 -1.5589 -2.3576
C -2.2695 -2.5105 -1.2987
C -1.5683 -1.9079 -4.1467
C 0.7645 -1.8427 -2.0668
Si 1.2246 -3.4185 -1.2722
C 0.7678 -3.4399 0.5805
C 0.4222 -4.9883 -2.0117
C 3.0880 -3.7958 -1.3024
Si 1.9316 -1.0264 -3.2443
C 1.3520 0.6716 -3.8867
C 2.2908 -2.0526 -4.8205
C 3.6325 -0.7006 -2.4462
H -1.8085 0.8182 -3.8784
H -1.8013 1.9663 -2.5326
H -3.1240 0.7822 -2.6906
H -3.2617 -2.0531 -1.3609
H -1.9713 -2.5075 -0.2478
H -2.3555 -3.5513 -1.6202
H -2.6336 -1.7094 -4.3119
H -1.3743 -2.9531 -4.3948
H -0.9931 -1.2922 -4.8444
H -0.3167 -3.4098 0.7173
H 1.1889 -2.5647 1.0828
H 1.1449 -4.3361 1.0852
H -0.6605 -4.9824 -1.8589
H 0.8202 -5.9045 -1.5632
H 0.6022 -5.0322 -3.0892
H 3.6426 -3.0414 -0.7395
H 3.4721 -3.8000 -2.3259
H 3.2976 -4.7735 -0.8592
H 0.4932 0.5717 -4.5567
H 2.1446 1.1800 -4.4413
H 1.0597 1.3310 -3.0689
H 1.3666 -2.2410 -5.3734
H 2.7145 -3.0243 -4.5508
H 2.9937 -1.5527 -5.4962
H 3.5253 -0.5126 -1.3747
H 4.1205 0.1720 -2.8897
H 4.2979 -1.5586 -2.5695
C -7.2270 -1.2698 -0.8214
C -6.0081 -1.2301 0.0568
C -5.6780 -2.3085 0.8698
C -4.5330 -2.3095 1.6482
C -4.2338 -3.5260 2.4905
C -3.6784 -1.1901 1.6158
C -2.4162 -1.2416 2.3537
O -1.5196 -0.4227 2.3249
C -4.0210 -0.0705 0.8262
C -3.1762 1.1628 0.7923
C -5.1763 -0.1189 0.0610
H -7.8795 -2.1018 -0.5600
H -6.9283 -1.3871 -1.8652
H -7.7929 -0.3413 -0.7376
H -6.3271 -3.1774 0.8897
H -5.0445 -4.2483 2.4106
H -4.1208 -3.2594 3.5420
H -3.3158 -4.0170 2.1627
H -2.2746 -2.1443 2.9742
H -2.8755 1.4619 1.7924
H -3.7119 1.9850 0.3168
H -2.2539 0.9833 0.2393
H -5.4344 0.7381 -0.5523

Forces on atoms 1 to 6 (eV/Å):
Cs 1.30 -2.03 2.43
C -0.14 -0.06 -0.04
C 0.38 0.13 0.02
N -0.46 -0.19 0.04
N 0.42 0.35 -0.16
C -0.27 -0.05 -0.22

Number 1: total energy -2231.49449 a.u.. Number 2: total energy -799.01134 a.u.. Number 3: total energy -3823.58030 a.u..